C5H9NO as an isolated structure at a distorted geometry, computed with ωB97M-V/def2-TZVPD.

The geometry in XYZ format:
```
16
C5H9NO ωB97M-V/def2-TZVPD
C -1.43515 -0.36263 -0.82578
C -0.64647 -0.37503 0.45466
O -0.53023 -1.64330 1.03646
C 0.67718 0.39373 0.50098
C 1.75017 -0.19827 -0.41847
C 0.38958 1.80442 0.19860
N 0.11609 2.89514 -0.05517
H -1.63877 0.67347 -1.10269
H -2.37608 -0.90805 -0.69504
H -0.87399 -0.85799 -1.62286
H -1.36522 0.24475 1.31245
H -1.15038 -0.95293 1.59472
H 1.02858 0.32799 1.53909
H 2.70492 0.31285 -0.26325
H 1.47627 -0.09497 -1.47271
H 1.87349 -1.25918 -0.18099
```

F_max	4.694	eV/A
lowest unoccupied orbital energy	0.54	eV
total charge	0

Löwdin atomic charge list, values in e, 6 entries:
1 C -0.03
2 C -0.52
3 O -0.07
4 C -0.31
5 C -0.04
6 C -0.20

CH4CsN2O5S as an isolated structure at a distorted geometry, computed with ωB97M-V/def2-TZVPD.

The geometry in XYZ format:
```
14
CH4CsN2O5S ωB97M-V/def2-TZVPD
Cs 7.03176 15.17768 -10.47794
S 4.59329 17.66712 -8.68909
O 5.20671 18.98018 -8.47055
O 4.25109 17.46154 -10.12617
O 5.59955 16.59901 -8.32322
O 3.40111 17.45357 -7.83639
C 3.84178 13.70186 -7.28282
O 3.54362 12.53004 -6.98903
N 5.07394 14.04832 -7.75721
N 2.96480 14.74296 -7.15094
H 5.29795 15.03685 -8.00221
H 5.77542 13.34264 -7.87746
H 2.04235 14.50953 -6.84476
H 3.22952 15.71981 -7.33712
```

F_max	1.347	eV/A
lowest unoccupied orbital energy	1.15	eV
total charge	-1

Löwdin atomic charge list, values in e, 6 entries:
1 Cs 1.01
2 S 0.21
3 O -0.42
4 O -0.48
5 O -0.63
6 O -0.42

C7H12Ag3BBr6F4O3 as an isolated structure at a distorted geometry, computed with ωB97M-V/def2-TZVPD.

The geometry in XYZ format:
```
36
C7H12Ag3BBr6F4O3 ωB97M-V/def2-TZVPD
Ag 4.77551 -24.49135 24.20509
Ag 5.28576 -28.21655 24.63293
Ag 4.11130 -25.18895 27.55294
C 7.50262 -26.33467 24.44198
O 6.52893 -25.76954 23.71034
O 7.15604 -27.29417 25.27176
O 8.64903 -25.88739 24.39502
B 3.01439 -26.51959 24.93708
F 1.91468 -27.31937 24.70515
F 3.76998 -26.99560 26.03875
F 3.82663 -26.66718 23.75255
F 2.65538 -25.17236 25.13663
Br -1.02761 -23.28816 26.25733
C -0.82250 -23.96973 24.43157
C -0.68362 -25.46947 24.40733
Br -2.32154 -26.31037 25.13101
H 0.09901 -23.48615 24.11651
H -1.66350 -23.60263 23.85421
H 0.12886 -25.76679 25.05952
H -0.61552 -25.88873 23.40938
Br 3.16136 -30.82487 22.30968
C 2.92670 -29.07809 21.47241
C 1.51523 -28.63183 21.74458
Br 1.23882 -26.84881 21.01296
H 3.04900 -29.22215 20.40331
H 3.67971 -28.41308 21.87650
H 1.30867 -28.50396 22.80585
H 0.77253 -29.36892 21.44649
Br 0.46185 -30.83995 25.36252
C 0.90595 -29.60035 26.81832
C -0.07246 -28.46198 26.72354
Br 0.57639 -26.97341 27.83345
H 1.93724 -29.31288 26.65633
H 0.79253 -30.15834 27.74129
H -1.04159 -28.70686 27.13920
H -0.13669 -28.06590 25.72108
```

F_max	2.328	eV/A
lowest unoccupied orbital energy	-3.58	eV
total charge	0

Löwdin atomic charge list, values in e, 6 entries:
1 Ag 0.82
2 Ag 0.81
3 Ag 0.89
4 C -0.93
5 O -0.28
6 O -0.24

An isolated molecule of C4H5NO2 at a distorted geometry, computed with ωB97M-V/def2-TZVPD.

The geometry in XYZ format:
```
12
C4H5NO2 ωB97M-V/def2-TZVPD
O 2.11289 0.45957 -0.07467
C 1.32075 -0.73117 -0.00954
C -0.12904 -0.32419 0.01641
C -0.74801 0.97416 0.02518
C -2.08383 0.70505 -0.05561
O -2.22833 -0.64441 -0.06318
N -1.04473 -1.26524 0.01398
H 3.00247 0.15986 -0.04536
H 1.50606 -1.37412 -0.88009
H 1.59849 -1.24594 0.95127
H -0.28693 1.98370 0.12661
H -3.01978 1.30272 -0.00498
```

F_max	1.905	eV/A
lowest unoccupied orbital energy	0.80	eV
SMILES	OCc1ccon1
total charge	0

Löwdin atomic charge list, values in e, 6 entries:
1 O -0.06
2 C -0.18
3 C -0.27
4 C -0.01
5 C -0.09
6 O -0.06

In order of appearance, E_HOMO = -10.66; -3.96; -7.13; -9.88 eV.
In order of appearance, gap between HOMO and LUMO = 0.41151; 0.18758; 0.13033; 0.39251 Eh.